# 1
{"formula": "C24H43BClFO6PS", "method": "ωB97M-V with the def2-TZVPD basis set", "species": ["C", "C", "O", "P", "O", "C", "C", "C", "C", "O", "B", "S", "C", "C", "C", "C", "C", "O", "C", "O", "C", "C", "C", "C", "Cl", "O", "C", "C", "H", "H", "H", "H", "H", "H", "H", "H", "H", "H", "H", "H", "H", "H", "H", "H", "H", "H", "H", "H", "H", "H", "H", "H", "H", "H", "H", "H", "H", "H", "H", "H", "H", "H", "H", "H", "H", "H", "F", "C", "C", "C", "C", "C", "C", "H", "H", "H", "H", "H"], "positions_angstrom": [[0.86925, 4.19820, 0.83865], [2.05041, 4.58974, -0.05845], [2.12964, 3.68489, -1.17517], [1.97864, 4.33379, -2.62818], [2.86191, 5.49105, -2.76833], [2.47755, 3.01901, -3.75536], [1.35977, 2.18160, -4.40575], [1.60767, 0.67712, -4.25512], [1.27174, 0.20271, -2.85926], [1.57345, -1.12156, -2.57676], [1.17822, -1.21726, -1.13968], [2.85879, -0.81428, -0.13441], [0.73568, -2.68926, -0.62127], [0.52056, -2.73319, 0.91119], [1.50394, -3.68410, 1.57643], [1.24566, -3.88057, 3.07057], [1.51715, -2.65324, 3.88920], [2.89889, -2.51080, 4.11236], [3.21145, -1.26741, 4.68295], [0.13111, -0.19698, -0.95232], [-0.16961, 0.32084, -2.27921], [-1.24705, -0.63215, -2.78535], [-2.32963, -0.12148, -3.74901], [-3.45068, 0.61524, -3.05250], [-1.73792, 0.94112, -5.07820], [0.47437, 4.84027, -2.90811], [-0.62253, 4.08382, -2.37472], [-1.70739, 5.04243, -1.93183], [0.03922, 4.85835, 0.61221], [1.10700, 4.35576, 1.88338], [0.57511, 3.17908, 0.62370], [2.96919, 4.45702, 0.49188], [1.92727, 5.61772, -0.37132], [3.09431, 3.50735, -4.49338], [3.13990, 2.37056, -3.19011], [1.34855, 2.39235, -5.46746], [0.38484, 2.38841, -4.00087], [1.05878, 0.13167, -5.01096], [2.67080, 0.49306, -4.40575], [1.82289, 0.89172, -2.20062], [3.74777, -0.73399, -1.12934], [-0.20649, -3.00804, -1.07884], [1.48687, -3.43818, -0.85788], [-0.49173, -3.02670, 1.14913], [0.66232, -1.74805, 1.35529], [1.37134, -4.65662, 1.10478], [2.52253, -3.36343, 1.40572], [0.21457, -4.19785, 3.21264], [1.89598, -4.68127, 3.42007], [0.98765, -2.74618, 4.85030], [1.11762, -1.76132, 3.40668], [4.27723, -1.10451, 4.62971], [2.70289, -0.45307, 4.16598], [2.86504, -1.24852, 5.72171], [-0.48560, 1.33695, -2.07391], [-0.80962, -1.52652, -3.21207], [-1.79975, -0.94904, -1.91077], [-2.75279, -0.98108, -4.24900], [-3.85535, 0.00419, -2.25668], [-3.14465, 1.59255, -2.69782], [-4.25642, 0.76809, -3.76489], [-0.34245, 3.46445, -1.52933], [-1.06122, 3.43678, -3.12578], [-2.68262, 4.57044, -1.97268], [-1.54984, 5.38833, -0.91525], [-1.70555, 5.92018, -2.56415], [-2.17637, -3.03104, 2.45572], [-2.84131, -3.27421, 3.59424], [-3.93022, -4.12363, 3.57225], [-4.60880, -4.37353, 4.75587], [-4.19881, -3.77027, 5.93704], [-3.10332, -2.91740, 5.93571], [-2.41356, -2.66759, 4.75888], [-4.23602, -4.57828, 2.63950], [-5.45987, -5.04155, 4.75561], [-4.73271, -3.96568, 6.85779], [-2.78353, -2.44406, 6.85442], [-1.55214, -2.01295, 4.73630]], "forces_ev_per_angstrom": [[0.1, 0.6, -0.6], [-0.5, -0.7, 0.8], [-0.9, 0.1, -0.4], [1.4, 0.5, -0.5], [0.3, 0.8, -0.2], [-0.9, -0.3, 0.4], [0.7, -0.6, -0.1], [-0.1, -0.2, 0.1], [-0.9, 0.8, -0.3], [0.1, -0.1, 0.2], [0.2, -0.9, -0.4], [0.4, 0.5, 0.8], [-0.3, 0.4, 0.3], [0.6, 0.1, -0.3], [-0.7, -0.4, 0.3], [0.4, -0.1, -0.6], [-0.4, -0.1, 0.6], [0.3, 0.0, -0.3], [-0.5, -0.1, 0.1], [0.1, 0.1, -0.3], [0.8, -0.8, 1.6], [-0.4, 0.7, -1.2], [0.1, -0.1, 0.6], [-0.3, 0.0, -0.6], [0.2, 0.0, -0.2], [0.1, -1.1, 0.7], [-1.0, 0.3, 0.1], [0.1, 0.2, 0.3], [-0.4, 0.0, 0.0], [0.1, -0.2, 0.2], [0.0, -0.3, 0.3], [0.4, 0.1, 0.0], [0.3, 0.2, -0.3], [0.1, 0.3, -0.2], [0.1, -0.1, 0.2], [-0.3, 0.3, -0.2], [-0.3, 0.3, 0.0], [-0.2, -0.2, -0.2], [0.1, -0.2, -0.1], [0.2, -0.1, 0.3], [-0.2, 0.0, -0.2], [0.0, 0.0, -0.3], [0.2, -0.1, -0.3], [-0.1, -0.1, 0.0], [-0.1, 0.3, -0.1], [0.2, -0.2, -0.2], [0.3, 0.2, -0.1], [-0.2, 0.0, 0.1], [0.0, -0.1, 0.3], [0.1, 0.1, 0.2], [0.0, 0.2, -0.2], [0.3, -0.1, 0.0], [0.0, 0.1, -0.2], [0.1, 0.1, 0.2], [-0.4, 0.3, -0.5], [0.4, -0.1, 0.0], [-0.1, -0.1, 0.3], [-0.1, -0.2, -0.3], [0.1, 0.0, 0.4], [0.1, 0.1, 0.3], [-0.2, 0.2, -0.1], [0.4, -0.1, 0.0], [0.3, -0.1, -0.4], [-0.2, -0.1, 0.0], [0.1, 0.1, 0.2], [-0.1, 0.1, -0.3], [-0.2, 0.0, 0.1], [-0.1, 0.0, 0.1], [-0.1, -0.1, -0.1], [0.1, 0.1, 0.1], [0.0, 0.0, 0.1], [-0.1, -0.1, -0.1], [0.1, 0.1, 0.1], [0.0, 0.0, 0.0], [0.0, 0.0, 0.0], [0.0, 0.0, 0.0], [0.0, 0.0, 0.0], [0.0, 0.0, 0.0]], "homo_lumo_gap_ev": 6.712, "lumo_ev": 2.44, "e_tot_ha": -2716.38576, "spin_multiplicity": 1, "charge": -1}


# 2
{"formula": "C27H27F9O27", "method": "ωB97M-V with the def2-TZVPD basis set", "species": ["O", "C", "O", "C", "C", "F", "O", "H", "H", "H", "O", "C", "O", "C", "C", "F", "O", "H", "H", "H", "O", "C", "O", "C", "C", "F", "O", "H", "H", "H", "O", "C", "O", "C", "C", "F", "O", "H", "H", "H", "O", "C", "O", "C", "C", "F", "O", "H", "H", "H", "O", "C", "O", "C", "C", "F", "O", "H", "H", "H", "O", "C", "O", "C", "C", "F", "O", "H", "H", "H", "O", "C", "O", "C", "C", "F", "O", "H", "H", "H", "O", "C", "O", "C", "C", "F", "O", "H", "H", "H"], "positions_angstrom": [[0.79704, 1.27551, -1.56611], [-0.03031, 0.64472, -1.00432], [0.13957, 0.07083, 0.21328], [-1.02208, -0.72900, 0.46852], [-2.05624, -0.02136, -0.36150], [-2.50821, 1.11772, 0.24658], [-1.27846, 0.36831, -1.47173], [-0.80146, -1.70777, 0.04391], [-1.24452, -0.87958, 1.51866], [-2.92610, -0.60088, -0.65148], [4.51261, 1.95883, 1.99185], [3.76956, 1.22336, 2.54561], [2.56765, 0.85751, 2.04778], [1.99544, -0.15513, 2.88833], [3.11357, -0.46759, 3.87266], [3.74851, -1.63039, 3.59198], [4.00680, 0.59817, 3.73101], [1.07650, 0.25709, 3.30401], [1.75250, -1.03961, 2.29798], [2.72003, -0.51147, 4.88856], [-2.33826, -2.95141, 2.53744], [-3.22402, -2.85870, 3.31989], [-4.12443, -1.86788, 3.38932], [-4.99109, -2.09677, 4.50705], [-4.61916, -3.49546, 4.99060], [-5.59535, -4.40237, 4.71900], [-3.45609, -3.79167, 4.29421], [-4.93243, -1.27171, 5.21427], [-6.02488, -2.06825, 4.15074], [-4.47730, -3.47986, 6.07165], [2.91754, 4.10479, -0.30122], [1.77711, 4.17061, -0.01183], [1.26229, 4.07657, 1.24456], [-0.12888, 3.79275, 1.10764], [-0.44755, 4.45229, -0.22685], [-0.67175, 5.78571, -0.01622], [0.76187, 4.25930, -0.91476], [-0.25148, 2.71059, 1.02758], [-0.72044, 4.22117, 1.90963], [-1.23642, 4.04135, -0.84824], [-1.58238, 0.87992, 3.17753], [-2.59250, 1.11717, 3.74549], [-3.76076, 1.40876, 3.13620], [-4.67752, 1.89927, 4.08830], [-4.05799, 1.46823, 5.42213], [-4.59820, 0.26528, 5.81082], [-2.71758, 1.29347, 5.08871], [-4.79127, 2.98519, 4.05367], [-5.66447, 1.46586, 3.94400], [-4.14776, 2.16504, 6.24759], [2.14592, -2.79865, 0.73922], [2.73215, -2.07536, -0.00571], [3.80233, -1.33899, 0.33285], [4.06129, -0.37066, -0.70529], [3.22785, -0.87405, -1.86798], [3.96513, -1.42418, -2.85475], [2.36371, -1.83979, -1.28102], [3.73602, 0.59830, -0.33352], [5.11158, -0.37110, -0.98335], [2.50368, -0.17401, -2.27796], [1.68168, -5.59036, -2.09406], [0.70895, -5.10934, -1.63384], [0.17823, -5.47322, -0.41794], [-0.71337, -4.41579, -0.02930], [-1.25927, -4.09500, -1.40433], [-1.85770, -2.88799, -1.53776], [-0.09216, -4.18865, -2.20434], [-1.42237, -4.86062, 0.66261], [-0.20665, -3.57684, 0.44692], [-1.94377, -4.86975, -1.75881], [2.81166, -0.86551, -5.56657], [1.65276, -0.67435, -5.57307], [0.88018, -0.66085, -4.44662], [-0.47367, -0.53103, -4.85340], [-0.33209, 0.17735, -6.18726], [-0.21325, 1.53676, -6.03839], [0.87702, -0.33557, -6.65494], [-0.87332, -1.52265, -5.08597], [-1.08466, -0.00282, -4.12902], [-1.17208, -0.00549, -6.85288], [4.30396, 2.87290, -6.82084], [3.76152, 2.85153, -5.77183], [2.57889, 2.27917, -5.49229], [2.00963, 2.89666, -4.33818], [3.30528, 3.24030, -3.59562], [3.75454, 2.15952, -2.88408], [4.21987, 3.46135, -4.62698], [1.39411, 3.73724, -4.64934], [1.45687, 2.13786, -3.79152], [3.19834, 4.07517, -2.90733]], "forces_ev_per_angstrom": [[0.1, 0.3, -0.4], [0.3, -0.6, 0.8], [-0.1, 0.5, -0.1], [0.2, -0.7, 0.0], [0.1, -0.4, 0.0], [-0.1, 0.2, 0.2], [-0.4, 0.4, -0.2], [-0.3, 0.1, 0.0], [0.1, 0.6, 0.1], [0.1, -0.1, -0.3], [0.1, 0.2, 0.3], [-0.1, -0.1, -0.8], [0.1, -0.2, 0.2], [0.0, 0.0, -0.7], [-0.9, 0.5, 0.5], [0.1, -0.2, -0.1], [0.0, -0.1, 0.1], [0.1, -0.1, 0.4], [0.1, 0.1, 0.0], [0.5, -0.1, 0.1], [0.1, 0.2, -0.2], [-0.1, -0.4, 0.2], [0.2, 0.1, 0.1], [-1.2, 0.0, -0.5], [-0.3, 1.2, 0.7], [0.0, -0.2, -0.3], [0.1, 0.0, 0.0], [0.5, -1.1, -0.2], [0.1, -0.3, -0.2], [0.3, -0.5, -0.1], [0.3, 0.3, -0.1], [0.0, -0.6, 0.5], [0.0, 0.1, -0.2], [-0.3, -0.1, -0.5], [0.6, -0.5, 0.2], [-0.1, 0.2, -0.3], [-0.3, 0.7, -0.3], [-0.2, 0.0, 0.2], [0.2, 0.0, 0.2], [-0.2, 0.0, 0.2], [0.1, -0.4, 0.2], [-0.1, 0.9, -0.6], [0.1, -0.1, -0.1], [-0.5, 0.1, 0.8], [-0.1, 0.5, -0.8], [0.2, 0.7, 0.6], [0.1, -0.4, 0.5], [0.3, 0.0, -0.2], [0.1, -0.2, -0.1], [0.0, 0.0, 0.1], [-0.2, -0.3, 0.1], [0.3, 0.4, 0.0], [0.0, -0.1, -0.1], [-0.1, -0.2, 0.0], [-1.3, 0.5, -0.1], [0.1, -0.2, 0.2], [0.3, -0.4, 0.2], [0.1, 0.1, -0.2], [0.1, 0.0, 0.2], [0.6, 0.4, -0.4], [0.1, 0.1, -0.4], [0.1, -0.8, 1.0], [0.6, 0.8, -0.1], [-0.5, -0.7, 0.0], [-0.1, -0.8, 0.2], [0.2, 0.2, -0.2], [-0.3, 0.7, -0.5], [-0.2, 0.2, -0.1], [0.3, -0.1, -0.1], [-0.2, 0.2, 0.1], [0.2, -0.3, -0.4], [-0.1, 0.7, 0.7], [-0.1, -0.1, 0.0], [-0.1, 0.0, -0.6], [-0.2, -0.2, 0.4], [-0.1, 0.1, 0.1], [0.0, 0.0, -0.2], [-0.2, 0.0, 0.3], [0.2, 0.0, 0.1], [0.3, -0.1, -0.3], [0.2, -0.2, 0.1], [-0.2, 0.2, 0.5], [-0.6, -0.2, -0.9], [1.0, -1.0, 0.3], [-0.7, 0.3, 0.0], [-0.2, -0.2, 0.2], [0.1, 0.4, -0.1], [0.1, 0.2, 0.2], [-0.2, 0.2, 0.0], [0.5, 0.1, -0.1]], "homo_lumo_gap_ev": 10.358, "lumo_ev": -0.35, "e_tot_ha": -3975.49560, "spin_multiplicity": 1, "charge": 0, "smiles": "O=C1OC[C@@H](F)O1.O=C1OC[C@@H](F)O1.O=C1OC[C@@H](F)O1.O=C1OC[C@@H](F)O1.O=C1OC[C@@H](F)O1.O=C1OC[C@@H](F)O1.O=C1OC[C@@H](F)O1.O=C1OC[C@@H](F)O1.O=C1OC[C@@H](F)O1"}